## w
The following is a DFT calculation (wB97M-V/def2-TZVPD) of a cluster of 2 separate species, C4H8NO3 in total.

XYZ file:
```
16
Properties=species:S:1:pos:R:3:lowdin_spin:R:1
C 1.4595 -1.2613 -0.2921 0.000
C 2.5564 -0.4611 -0.8989 0.000
O 2.6288 0.6163 -1.4291 0.000
N 3.8360 -0.9298 -0.5912 0.000
H 0.7201 -0.7945 0.3839 0.000
H 1.5717 -2.1607 0.2393 0.000
H 4.5600 -0.6213 -1.1510 0.000
H 3.9495 -1.9960 -0.3744 0.000
H 0.7192 -1.6396 -1.1041 0.000
C -3.0922 1.7567 1.2406 0.094
C -3.2146 0.7333 0.0986 0.087
O -3.1042 1.2024 -1.0665 0.772
O -3.4247 -0.3838 0.4854 0.035
H -2.0923 2.3354 1.0859 -0.002
H -3.0638 1.2036 2.1080 0.012
H -4.0094 2.4004 1.2656 0.000
```

Summary:
Multiplicity: 2
HOMO (spin up / spin down): -9.97 / -9.97 eV
E_LUMO (spin up / spin down): 0.66 / -3.42 eV

---

## x
The following is a DFT calculation (wB97M-V/def2-TZVPD) of a cluster of 2 separate species, C4H8NO3 in total.

XYZ file:
```
16
Properties=species:S:1:pos:R:3:lowdin_spin:R:1
O -0.2203 1.5033 -0.1605 0.746
C -0.1924 1.1663 -1.3699 0.053
O 0.0917 -0.0164 -1.7536 0.086
C -0.4481 2.2232 -2.4650 0.049
H 0.5299 2.5429 -2.8811 0.002
H -0.9945 1.7913 -3.3163 0.007
H -0.9989 3.0674 -2.0404 0.000
C -1.1538 -0.9505 1.4589 0.002
C 0.2670 -1.2724 1.5618 -0.001
N 1.0417 -1.2238 0.4230 0.039
O 0.7595 -1.6153 2.6303 0.015
H -1.5871 -1.2964 0.4931 0.000
H -1.3001 0.1353 1.5412 0.000
H -1.6055 -1.5008 2.2957 0.001
H 0.7553 -0.7108 -0.4228 0.000
H 2.0254 -1.4351 0.5257 0.000
```

Summary:
Multiplicity: 2
HOMO (spin up / spin down): -9.35 / -9.29 eV
E_LUMO (spin up / spin down): 0.50 / -4.31 eV

---

Ranked by calculated energy, most stable first: x, w.

---

## w
The following is a DFT calculation (wB97M-V/def2-TZVPD) of a cluster of 2 separate species, C4H8NO3 in total.

XYZ file:
```
16
Properties=species:S:1:pos:R:3:lowdin_spin:R:1
C 2.0267 -0.1703 1.0283 0.126
C 1.1670 0.8473 1.8864 0.085
O -0.0455 0.7504 1.8348 0.029
O 1.9152 1.5125 2.6501 0.740
H 1.8121 -1.0454 1.6545 0.005
H 3.0594 0.0157 0.7677 0.000
H 1.4361 -0.2410 0.1135 0.014
C -1.0318 0.7039 -1.7389 0.000
C -1.5047 -0.6460 -1.2903 0.000
O -1.8230 -1.5325 -2.0651 0.000
N -1.6354 -0.8818 0.0572 0.001
H -1.9355 -1.8326 0.2048 0.000
H -0.9700 -0.4735 0.7144 0.000
H -1.3980 1.6774 -1.4395 0.000
H -1.1382 0.6093 -2.8227 0.000
H 0.0654 0.7067 -1.5553 0.000
```

Summary:
Multiplicity: 2
HOMO (spin up / spin down): -9.59 / -9.59 eV
E_LUMO (spin up / spin down): 0.45 / -3.79 eV

---

## x
The following is a DFT calculation (wB97M-V/def2-TZVPD) of a cluster of 2 separate species, C4H8NO3 in total.

XYZ file:
```
16
Properties=species:S:1:pos:R:3:lowdin_spin:R:1
C 1.7781 -1.1785 -2.3175 0.173
C 0.3407 -0.4567 -2.3040 0.108
O -0.4928 -0.6435 -1.3823 0.458
O 0.1361 0.2278 -3.3167 0.246
H 2.2274 -0.6667 -3.2058 0.003
H 1.6272 -2.2316 -2.6274 0.005
H 2.1193 -1.1093 -1.3138 0.007
C -0.3147 1.3867 3.4342 0.000
C -0.5804 0.3805 2.2409 0.000
O -1.6006 -0.2362 2.1953 0.000
N 0.3343 0.3825 1.2082 0.001
H -0.1475 -0.1566 0.3570 -0.001
H 1.0237 1.0856 0.9933 0.000
H 0.6597 1.6723 3.3837 0.000
H -0.5066 0.9829 4.4204 0.000
H -1.0271 2.1704 3.2432 0.000
```

Summary:
Multiplicity: 2
HOMO (spin up / spin down): -9.51 / -9.50 eV
E_LUMO (spin up / spin down): 0.55 / -4.35 eV

---

Ranked by calculated energy, most stable first: w, x.

---

## w
The following is a DFT calculation (wB97M-V/def2-TZVPD) of a cluster of 2 separate species, C4H6NO2 in total.

XYZ file:
```
13
Properties=species:S:1:pos:R:3:lowdin_charge:R:1
C -0.6623 1.0601 -0.8708 -0.356
C 0.5728 0.1323 -0.6856 0.021
C -1.6568 0.5321 0.1557 0.004
C 0.8844 -1.2484 1.0365 0.311
N 1.6904 0.2161 -1.0060 -0.038
O -0.6163 1.7977 -1.7776 0.228
O 2.7813 0.3829 -1.3277 0.274
H -2.6049 0.9812 0.0555 0.077
H -1.2047 0.6396 1.2195 0.134
H -1.8612 -0.5630 -0.0168 0.114
H -0.1219 -1.7522 0.7526 0.105
H 1.8439 -1.6986 0.7197 0.083
H 0.9552 -0.4797 1.7450 0.045
```

Summary:
Total charge: +1
HOMO: -15.57 eV
E_LUMO: -7.25 eV

---

## x
The following is a DFT calculation (wB97M-V/def2-TZVPD) of the ion C4H6NO2 with charge +1.

XYZ file:
```
13
Properties=species:S:1:pos:R:3:lowdin_charge:R:1
C -2.2113 -1.1722 -0.1417 0.070
C -1.5021 0.1333 -0.0552 -0.150
C -0.2717 0.6422 -0.0104 0.013
C 0.9788 1.2369 0.2315 -0.253
N 2.3438 0.0992 0.0735 0.237
O 1.3927 2.3372 0.2701 0.192
O -1.5679 1.4458 0.0426 0.181
H -1.6647 -1.9192 0.3398 0.087
H -2.2898 -1.4486 -1.1211 0.079
H -3.2098 -1.0170 0.3827 0.147
H 3.2047 0.5284 -0.2109 0.131
H 2.1267 -0.5002 -0.7069 0.130
H 2.6705 -0.3659 0.9061 0.137
```

Summary:
SMILES: CC1=C(C([NH3+])=O)O1
Total charge: +1
HOMO: -13.57 eV
E_LUMO: -5.02 eV

---

Ranked by calculated energy, most stable first: x, w.

---

## w
The following is a DFT calculation (wB97M-V/def2-TZVPD) of a cluster of 3 separate species, C6H13NO2 in total.

XYZ file:
```
22
Properties=species:S:1:pos:R:3:lowdin_charge:R:1
C -0.7076 0.2796 -0.0317 -0.612
C -2.7003 -1.3470 0.0710 -0.141
C -0.8882 1.2477 1.0903 -0.001
C 2.9144 -0.7162 0.4709 -0.134
N -0.2841 -0.9378 -0.0053 0.128
C 1.9570 0.2171 -0.1709 -0.173
C 2.2057 1.1832 -1.0312 -0.045
O -1.0239 0.8097 -1.2195 0.051
O -3.1228 -1.1317 -1.2053 -0.071
H -0.7729 0.1560 -1.8935 0.133
H -3.3035 -0.1922 -1.3350 0.087
H -0.0421 -1.2180 0.9399 0.076
H -2.4738 -2.3847 0.2625 0.064
H -3.1614 -0.7632 0.8636 0.066
H -0.0827 1.9815 1.0317 0.087
H -1.8435 1.7667 0.9952 0.090
H -0.8358 0.7414 2.0512 0.087
H 3.9563 -0.5242 0.1622 0.076
H 2.6778 -1.7532 0.2132 0.069
H 2.8753 -0.6443 1.5630 0.068
H 3.2285 1.4262 -1.3511 0.057
H 1.4276 1.8036 -1.4714 0.039
```

Summary:
HOMO (spin up / spin down): -7.65 / -6.49 eV
E_LUMO (spin up / spin down): 0.78 / 0.48 eV

---

## x
The following is a DFT calculation (wB97M-V/def2-TZVPD) of a structure of composition C6H13NO2.

XYZ file:
```
22
Properties=species:S:1:pos:R:3:lowdin_charge:R:1
C -1.1829 1.1948 -1.4737 -0.054
C -2.2606 -0.0877 0.2874 -0.058
C 1.2600 -0.4451 -1.2736 -0.017
N -1.0151 0.2906 -0.3543 -0.154
C 0.1350 -0.8551 -0.3275 -0.501
O -0.3086 -2.0024 -0.3815 0.058
H -1.8323 2.0132 -1.1565 0.099
H -1.6524 0.6935 -2.3292 0.102
H -0.2303 1.6203 -1.7788 0.082
H -2.6351 0.7684 0.8515 0.099
H -3.0120 -0.3916 -0.4479 0.098
H -2.0849 -0.9014 0.9844 0.089
H 1.6522 0.5506 -1.0801 0.079
H 2.0559 -1.1825 -1.1923 0.091
H 0.8872 -0.4753 -2.2985 0.088
C 2.1022 -0.1548 1.7236 -0.057
C 0.6121 -0.2072 1.4474 -0.367
O -0.0056 0.9312 1.2717 -0.037
H 0.0949 -0.9388 2.0856 0.127
H 2.5954 0.5968 1.1091 0.074
H 2.5584 -1.1337 1.5640 0.081
H 2.2665 0.1163 2.7692 0.079
```

Summary:
HOMO (spin up / spin down): -7.79 / -8.65 eV
E_LUMO (spin up / spin down): -0.67 / -0.79 eV

---

## y
The following is a DFT calculation (wB97M-V/def2-TZVPD) of an isolated molecule of C6H13NO2.

XYZ file:
```
22
Properties=species:S:1:pos:R:3:lowdin_charge:R:1
C -0.5589 -1.9026 -1.3842 -0.011
C -1.3113 -0.8458 -0.6147 -0.448
O -2.4953 -0.6350 -0.8101 0.074
C -0.5932 -0.1714 0.5486 -0.321
C -0.0677 -1.2005 1.5411 -0.039
N 0.4296 0.4738 -0.3143 -0.153
C -0.0947 1.5577 -1.1282 -0.091
C 1.5167 1.0545 0.6873 -0.233
O 1.0932 2.0389 1.5649 -0.026
H 0.4976 -1.6598 -1.4484 0.077
H -0.9910 -2.0115 -2.3763 0.086
H -0.6720 -2.8550 -0.8674 0.089
H -1.2597 0.5569 1.0318 0.150
H -0.8654 -1.9015 1.7815 0.092
H 0.7620 -1.7680 1.1252 0.085
H 0.2979 -0.7062 2.4391 0.080
H -0.7458 2.2537 -0.5793 0.094
H -0.6678 1.1330 -1.9518 0.089
H 0.7358 2.1123 -1.5709 0.091
H 1.9513 0.2600 1.2906 0.109
H 2.2627 1.4158 -0.0287 0.115
H 0.7759 2.8008 1.0641 0.089
```

Summary:
SMILES: CC(=O)[C@@H](C)N(C)CO
HOMO: -9.12 eV
E_LUMO: 0.74 eV

---

## z
The following is a DFT calculation (wB97M-V/def2-TZVPD) of a cluster of 2 separate species, C6H13NO2 in total.

XYZ file:
```
22
Properties=species:S:1:pos:R:3:lowdin_charge:R:1
C -1.0898 -1.0220 1.5112 -0.202
C 2.1081 -1.0013 1.0446 -0.016
C 1.4692 0.2568 0.5845 -0.353
O -0.3992 0.0996 1.0532 -0.284
N 1.9311 1.4106 0.7459 0.142
H 1.3561 2.1515 0.3538 0.057
H -0.5096 -1.6586 2.1973 0.068
H -1.3845 -1.6890 0.6811 0.064
H -2.0052 -0.7196 2.0366 0.079
H 1.4067 -1.8291 1.1008 0.072
H 2.9263 -1.2807 0.3757 0.092
H 2.5270 -0.8363 2.0370 0.099
C -1.1661 1.6929 -1.0159 -0.038
C -0.7465 0.2584 -1.0741 -0.351
C -1.3590 -0.6879 -1.7990 0.053
O 0.7732 0.0531 -1.0202 -0.014
H 1.2358 0.7408 -1.5302 0.140
H -0.8813 2.1440 -0.0675 0.072
H -0.7424 2.2780 -1.8384 0.089
H -2.2545 1.7478 -1.0745 0.094
H -0.8915 -1.6362 -2.0235 0.068
H -2.3040 -0.4726 -2.2782 0.068
```

Summary:
HOMO: -8.32 eV
E_LUMO: 0.57 eV

---

Ranked by calculated energy, most stable first: y, x, z, w.

---

## w
The following is a DFT calculation (wB97M-V/def2-TZVPD) of an isolated molecule of C19H32N2O5.

XYZ file:
```
58
Properties=species:S:1:pos:R:3:lowdin_charge:R:1
C -2.9842 -2.9568 1.2756 -0.040
C -3.7044 -2.7945 -0.0574 -0.375
C -5.2050 -2.5830 0.1182 -0.041
O -3.1179 -1.7422 -0.8466 0.019
C -3.0632 -0.5004 -0.3823 -0.502
O -3.5635 -0.1054 0.6412 0.097
C -2.3656 0.3958 -1.3983 -0.002
C -1.2258 1.2158 -0.7805 -0.295
C -0.3707 1.9320 -1.8701 -0.110
N 1.0196 1.5533 -1.8712 -0.190
C 1.2497 0.2248 -2.3969 -0.059
C 1.6006 1.7760 -0.5703 -0.091
C 0.8432 1.0860 0.6071 -0.289
C 1.7483 0.1872 1.4643 -0.010
C 2.6211 -0.7500 0.6534 -0.485
O 2.2219 -1.6113 -0.0817 0.116
O 3.9086 -0.4774 0.8935 0.011
C 4.9517 -1.2679 0.2903 -0.379
C 4.9412 -1.1486 -1.2301 -0.042
C 4.8814 -2.7203 0.7490 -0.038
C 0.2164 2.1622 1.5248 -0.128
N -0.6622 3.0258 0.7668 -0.213
C -1.1188 4.1550 1.5483 -0.081
C -1.7690 2.2779 0.1997 -0.117
C -0.3631 0.3324 0.0927 -0.291
O -0.6942 -0.7650 0.4688 0.149
H -1.9095 -2.9570 1.1127 0.077
H -3.2315 -2.1323 1.9382 0.080
H -3.2813 -3.8931 1.7403 0.082
H -3.5273 -3.6790 -0.6816 0.145
H -5.3883 -1.7004 0.7250 0.075
H -5.6376 -3.4490 0.6116 0.082
H -5.6839 -2.4522 -0.8500 0.082
H -3.1123 1.0746 -1.8165 0.141
H -1.9763 -0.2448 -2.1900 0.132
H -0.4088 3.0090 -1.6899 0.127
H -0.7844 1.7300 -2.8596 0.126
H 0.8059 0.1584 -3.3894 0.093
H 0.8372 -0.5742 -1.7683 0.085
H 2.3230 0.0658 -2.4894 0.083
H 1.5944 2.8558 -0.3987 0.131
H 2.6370 1.4355 -0.5923 0.125
H 2.3950 0.7995 2.0935 0.132
H 1.1062 -0.4367 2.0919 0.139
H 5.8594 -0.7985 0.6892 0.145
H 5.8271 -1.6294 -1.6355 0.083
H 4.9448 -0.1014 -1.5266 0.082
H 4.0579 -1.6330 -1.6377 0.073
H 4.8556 -2.7695 1.8354 0.085
H 3.9885 -3.1960 0.3529 0.078
H 5.7570 -3.2556 0.3926 0.083
H 1.0156 2.7743 1.9536 0.135
H -0.3143 1.6579 2.3535 0.149
H -1.7210 4.8039 0.9144 0.086
H -0.2552 4.7175 1.9008 0.086
H -1.7228 3.8545 2.4171 0.092
H -2.4090 2.9733 -0.3508 0.139
H -2.3785 1.7828 0.9711 0.132
```

Summary:
SMILES: CC(C)OC(=O)C[C@]12CN(C)C[C@](CC(=O)OC(C)C)(CN(C)C1)C2=O
HOMO: -8.23 eV
E_LUMO: 0.78 eV

---

## x
The following is a DFT calculation (wB97M-V/def2-TZVPD) of an isolated molecule of C19H32N2O5.

XYZ file:
```
58
Properties=species:S:1:pos:R:3:lowdin_charge:R:1
C 3.2179 0.9259 -2.4022 -0.071
C 4.1534 0.1389 -3.2978 -0.241
O 4.6222 -1.0425 -2.6499 -0.100
C 3.7635 -2.1439 -2.7787 -0.317
C 4.1675 -3.3149 -3.6958 -0.089
C 3.6339 -4.2735 -2.6029 -0.104
C 3.7691 -3.1241 -1.5904 -0.162
C 2.6887 -2.8906 -0.5680 -0.443
O 1.7187 -3.6201 -0.4272 0.066
N 2.8461 -1.7393 0.1305 0.134
C 1.8474 -1.2228 1.0419 -0.239
C 0.4305 -1.1621 0.4552 -0.065
C -0.2004 0.1642 0.9866 -0.193
C -0.4341 1.0673 -0.2133 -0.445
O 0.3389 1.9462 -0.5444 0.090
N -1.5447 0.7507 -0.9451 0.138
C -1.6813 1.1791 -2.3148 -0.454
C -0.6565 0.5962 -3.2626 -0.086
C -0.7589 -0.9124 -3.3696 -0.227
O 0.3603 -1.4006 -4.0795 -0.189
C 0.3643 -2.8119 -4.1342 -0.105
C -3.0885 1.4116 -2.7847 -0.063
C -2.1684 2.5759 -2.5309 -0.058
C 0.8321 0.7481 1.9532 -0.080
C 2.1591 0.2244 1.4209 -0.346
O 3.2737 0.3713 2.2775 -0.002
H 2.8370 1.8114 -2.9136 0.086
H 2.3609 0.3186 -2.1044 0.051
H 3.7383 1.2515 -1.5001 0.080
H 3.6617 -0.1250 -4.2402 0.123
H 5.0413 0.7238 -3.5388 0.118
H 2.7391 -1.8153 -2.9912 0.139
H 3.7308 -3.3642 -4.6925 0.098
H 5.2543 -3.3613 -3.7707 0.117
H 2.5861 -4.5341 -2.7438 0.100
H 4.2022 -5.1787 -2.4054 0.108
H 4.7588 -3.1067 -1.1281 0.163
H 3.6676 -1.1797 -0.0426 0.146
H 1.8364 -1.8277 1.9584 0.163
H 0.5019 -1.1488 -0.6341 0.105
H -0.1516 -2.0411 0.7192 0.119
H -1.1557 -0.0258 1.4788 0.142
H -2.0556 -0.0713 -0.6649 0.148
H -0.7796 1.0418 -4.2520 0.133
H 0.3403 0.8661 -2.9094 0.101
H -0.7855 -1.3713 -2.3716 0.111
H -1.6866 -1.2035 -3.8834 0.131
H 1.2414 -3.1161 -4.7028 0.081
H 0.4171 -3.2467 -3.1283 0.086
H -0.5334 -3.1911 -4.6361 0.091
H -3.3170 1.1513 -3.8093 0.104
H -3.8905 1.2417 -2.0793 0.103
H -2.3412 3.1716 -1.6469 0.109
H -1.7719 3.1140 -3.3803 0.108
H 0.8069 1.8350 1.9916 0.127
H 0.6657 0.3558 2.9618 0.128
H 2.4103 0.7790 0.5138 0.140
H 3.0919 -0.0951 3.1012 0.095
```

Summary:
SMILES: CCO[C@H]1CC[C@@H]1C(=O)N[C@@H]1C[C@H](C(=O)NC2(CCOC)CC2)C[C@H]1O
HOMO: -9.32 eV
E_LUMO: 0.69 eV

---

Ranked by calculated energy, most stable first: w, x.